# 1
Computed, not measured: a 2-piece molecular cluster, C3H14N4 overall at a distorted geometry, with ωB97M-V/def2-TZVPD.

Structure (ORCA input):
```
! RIJCOSX wB97M-V def2-TZVPD def2/J DEFGRID3
* xyz 0 1
N -1.2903 -0.0875 -1.0960
C -0.0369 0.2714 -1.7404
C 1.1605 0.6255 -0.5824
N 2.3031 1.2624 -1.1615
N 0.7116 1.3445 0.5496
H -2.0362 -0.1914 -1.7772
H -1.5696 0.6505 -0.4567
H 0.2878 -0.5655 -2.3728
H -0.1323 1.1686 -2.3866
H 1.3634 -0.4275 -0.3435
H 2.6453 0.7584 -1.9701
H 2.1017 2.2208 -1.4229
H 0.1318 0.7786 1.1712
H 0.2539 2.2164 0.3064
C -0.5814 -1.8909 1.6612
N -1.0122 -0.5696 2.1084
H 0.4488 -2.0473 1.9804
H -1.1942 -2.7148 2.0503
H -0.6208 -1.9134 0.5725
H -1.9622 -0.3868 1.7904
H -0.9718 -0.5026 3.1197
*
```

As for the SMILES: NCC(N)N.CN. Its relative energy (zero: lowest compared OMol25 entry of this formula, charge and spin) is 2.1 kcal per mole. The value obtained for the gap between HOMO and LUMO is 9.303 eV.

---

# 2
Computed, not measured: a 2-piece molecular cluster, C14H31F2N4O6PS3 overall at a distorted geometry, with ωB97M-V/def2-TZVPD.

Structure (ORCA input):
```
! RIJCOSX wB97M-V def2-TZVPD def2/J DEFGRID3
* xyz 0 1
C 3.2608 -3.0368 -0.4146
C 3.5969 -3.1988 -1.9530
O 4.5779 -2.2807 -2.4407
C 4.0156 -1.2673 -3.2764
C 3.6697 -0.0263 -2.3493
C 2.7977 1.0770 -3.0876
C 1.4393 1.2618 -2.2831
C 1.6835 2.0437 -0.9157
N 0.4396 2.1502 -0.1172
C -0.0655 0.8722 0.2887
N -1.0795 0.3214 -0.3400
C -1.7953 0.9085 -1.4904
C -3.0315 -0.0441 -1.7862
C -4.1262 0.1241 -0.6554
S -5.7899 0.1468 -1.5109
N 0.4412 0.1233 1.4121
C 0.6127 1.0366 2.6124
C -0.0941 2.4128 2.3786
C 0.5647 3.0450 1.0747
P 2.3117 3.5340 1.5706
O 2.3429 4.4533 2.7982
H 2.2062 -3.3845 -0.2241
H 3.3573 -1.9860 -0.0400
H 3.9376 -3.6914 0.1901
H 4.0126 -4.2303 -2.0974
H 2.6216 -3.1636 -2.5116
H 4.7819 -0.9462 -4.0349
H 3.1206 -1.6096 -3.8626
H 3.0295 -0.4420 -1.5248
H 4.5761 0.4571 -1.9138
H 2.5305 0.7018 -4.1140
H 3.3377 2.0441 -3.2266
H 0.7649 1.9209 -2.8944
H 0.9147 0.2856 -2.1406
H 2.4943 1.4513 -0.3948
H 2.0520 3.0547 -1.2364
H -1.4257 -0.5856 -0.0106
H -2.2199 1.9221 -1.2977
H -1.2061 0.9574 -2.4374
H -3.4080 0.1938 -2.8171
H -2.6929 -1.1198 -1.8482
H -3.9441 1.1272 -0.1838
H -4.0710 -0.6977 0.1204
H -5.5508 0.1287 -2.8668
H -0.3224 -0.5015 1.7066
H 1.7142 1.1123 2.7953
H 0.1847 0.5737 3.5421
H -1.2079 2.3657 2.3241
H 0.1888 3.0972 3.2286
H -0.0101 3.9928 0.8843
H 2.9841 4.2135 0.5049
H 3.1144 2.3822 1.8718
N -4.2125 -2.1781 4.6141
S -4.3302 -1.6362 3.1435
O -5.6526 -1.3398 2.6572
O -3.3885 -2.1432 2.1672
F -3.7542 -0.1558 3.3683
S -4.7858 -3.6382 4.7633
O -4.9923 -4.0275 6.1348
O -4.2386 -4.6581 3.9054
F -6.2824 -3.5035 4.2408
*
```

The value obtained for the gap between HOMO and LUMO is 7.397 eV.

---

# 3
Computed, not measured: an isolated molecule of C6H15N3 at a distorted geometry, with ωB97M-V/def2-TZVPD.

Structure (ORCA input):
```
! RIJCOSX wB97M-V def2-TZVPD def2/J DEFGRID3
* xyz 0 1
C 2.6960 0.8379 -1.3226
N 1.8222 -0.0394 -0.5702
C 0.5961 0.3593 -0.2955
N 0.1624 1.6707 -0.5235
C -0.1497 -0.5309 0.7086
C -0.6660 0.1704 1.9429
C 0.4844 -1.8757 1.0123
N -1.1619 -0.7273 -0.5731
C -2.4961 -0.1804 -0.6526
H 3.7210 0.4623 -1.2536
H 2.4215 0.8757 -2.3863
H 2.7339 1.8633 -0.9305
H -0.8378 1.8110 -0.4827
H 0.5530 2.0899 -1.3568
H -1.6748 -0.1613 2.2092
H -0.7377 1.2607 1.8776
H -0.0201 -0.0113 2.8081
H -0.2423 -2.5392 1.4956
H 1.3480 -1.7424 1.6749
H 0.8544 -2.3722 0.1113
H -0.7639 -1.0935 -1.4322
H -3.1258 -0.8267 -1.2719
H -2.5257 0.8130 -1.1094
H -2.9910 -0.1137 0.3201
*
```

As for the SMILES: C/N=C(\N)C(C)(C)NC. Its relative energy (zero: lowest compared OMol25 entry of this formula, charge and spin) is 49.0 kcal per mole. The value obtained for the gap between HOMO and LUMO is 8.692 eV.

---

# 4
Computed, not measured: a 3-piece molecular cluster, C3H12NO2 overall at a distorted geometry, with ωB97M-V/def2-TZVPD.

Structure (ORCA input):
```
! RIJCOSX wB97M-V def2-TZVPD def2/J DEFGRID3
* xyz 1 1
C -1.0007 0.2043 -1.8355
C -1.2461 0.6298 -0.4170
C -2.4374 0.6756 0.1446
N -0.1121 1.3883 0.1673
H -0.0436 -0.3060 -1.9320
H -1.0251 1.0395 -2.5270
H -1.7481 -0.5440 -2.0991
H -2.7072 1.0606 1.1137
H -3.2434 0.2096 -0.3987
H -0.0084 2.2681 -0.3425
H -0.2350 1.5455 1.1657
H 0.7776 0.8160 0.0583
H 2.1190 -0.9239 0.6988
H 2.3925 -0.6237 -0.7707
O 2.0577 -0.1980 0.0414
H 1.5692 -2.3109 2.8263
H 2.8406 -2.7388 2.1070
O 2.0505 -2.1920 1.9994
*
```

Its relative energy (zero: lowest compared OMol25 entry of this formula, charge and spin) is 13.1 kcal per mole. The value obtained for the gap between HOMO and LUMO is 11.371 eV.

---

# 5
Computed, not measured: C46H53N6O5P2Sc as an isolated structure at a distorted geometry, with ωB97M-V/def2-TZVPD.

Structure (ORCA input):
```
! RIJCOSX wB97M-V def2-TZVPD def2/J DEFGRID3
* xyz 2 1
Sc 0.4451 0.6448 -0.4189
N 0.0707 -1.2260 -1.6015
C -1.0854 -1.2986 -2.5812
C -2.2330 -0.6954 -1.8201
N -1.7733 -0.0197 -0.6237
C -2.8348 0.9097 0.0161
C -2.2666 1.7497 1.1305
N -0.8871 2.2067 0.7245
H 0.9980 -1.4454 -2.0348
H -0.0851 -2.0817 -1.0330
H -1.2931 -2.2922 -2.9450
H -0.8701 -0.5756 -3.4009
H -2.9778 -1.4810 -1.5640
H -2.6999 0.1356 -2.3673
H -1.6465 -0.7979 0.0569
H -3.7800 0.4126 0.3757
H -3.1003 1.5855 -0.7562
H -2.1798 1.1719 2.0496
H -2.9039 2.6405 1.3436
H -0.4797 2.8471 1.4635
H -1.0646 2.8330 -0.1212
O 2.3042 -0.1423 -1.1073
C 3.5133 0.2284 -1.0798
C 4.0025 1.3267 -0.3598
C 5.3913 1.5184 -0.2671
C 5.8497 2.4852 0.5680
C 5.0371 3.2991 1.3591
C 3.6735 3.1460 1.2280
C 3.1195 2.2039 0.3989
O 1.8212 2.0656 0.2805
N 7.3187 2.6784 0.6934
O 7.7335 3.3008 1.6598
O 8.0204 2.2169 -0.1909
H 4.2533 -0.4411 -1.6293
H 6.0824 0.8012 -0.7240
H 5.4283 4.0700 1.9955
H 2.9885 3.7684 1.8438
C 0.3059 -2.8222 2.2193
P 1.1877 -1.2352 1.8553
C 2.9091 -1.8440 1.5462
C 4.0616 -1.4191 2.1798
C 5.3013 -1.9170 1.8205
C 5.4302 -2.7865 0.7572
C 4.2503 -3.2492 0.1223
C 3.0438 -2.7786 0.5061
C 1.4015 -0.5372 3.6117
C 1.3098 0.8048 3.9250
C 1.4867 1.2289 5.2367
C 1.8300 0.4142 6.3070
C 2.0115 -0.9132 5.9640
C 1.7729 -1.4272 4.6607
P -1.2143 -3.1231 1.2080
C -1.3876 -4.8813 1.6236
C -1.3384 -5.2332 2.9655
C -1.2967 -6.5602 3.2976
C -1.5936 -7.5321 2.3993
C -1.7294 -7.1913 1.0806
C -1.5438 -5.9011 0.7029
C -2.5426 -2.4365 2.2939
C -3.8196 -2.9560 2.1494
C -4.8422 -2.4241 2.9012
C -4.6560 -1.3794 3.7755
C -3.3329 -0.8806 3.9164
C -2.2840 -1.4058 3.1559
H 0.0700 -2.8620 3.2475
H 1.0802 -3.5881 1.8998
H 3.9445 -0.7004 3.0152
H 6.1902 -1.5366 2.3872
H 6.3761 -3.1638 0.4480
H 4.2916 -4.0038 -0.6258
H 2.1817 -3.0930 -0.0509
H 1.0630 1.4813 3.1113
H 1.5661 2.2704 5.3849
H 2.0763 0.7866 7.3433
H 2.2502 -1.6401 6.6723
H 2.0099 -2.4885 4.5056
H -1.2732 -4.5006 3.7320
H -1.2250 -6.7341 4.3562
H -1.7414 -8.5448 2.7279
H -1.8958 -8.0325 0.5140
H -1.6765 -5.6752 -0.4016
H -4.0315 -3.8228 1.5173
H -5.8321 -2.7774 2.7822
H -5.4829 -0.9971 4.2543
H -3.1076 -0.1745 4.7801
H -1.2964 -0.9681 3.3458
C -2.3964 5.8800 -5.8335
C -2.0136 4.4344 -6.0187
N -2.8722 3.4578 -5.3054
C -4.3362 3.5264 -5.5955
C -5.2869 3.7804 -4.3889
C -2.4515 2.4438 -4.5805
O -3.1381 1.5339 -4.1373
C -0.9985 2.4750 -4.1911
C 0.1603 2.4557 -4.9567
C 1.3939 2.3862 -4.2963
C 1.4023 2.2515 -2.8898
N 0.2733 2.0719 -2.2253
C -0.8715 2.2153 -2.8505
H -1.6098 6.4398 -6.1890
H -2.6045 6.2732 -4.8064
H -3.2522 6.1508 -6.3971
H -0.9785 4.2707 -5.6762
H -2.0731 4.1152 -7.0828
H -4.5343 2.4864 -5.8853
H -4.3787 4.2352 -6.4384
H -4.8087 3.2929 -3.5454
H -6.1880 3.3061 -4.6429
H -5.5344 4.8260 -4.1878
H 0.1802 2.5389 -6.0503
H 2.2634 2.4496 -4.9098
H 2.3037 2.1436 -2.3377
H -1.7989 1.9616 -2.2711
*
```

Its relative energy (zero: lowest compared OMol25 entry of this formula, charge and spin) is 19.4 kcal per mole. The value obtained for the gap between HOMO and LUMO is 7.300 eV.

---

Q: What is the gap between HOMO and LUMO in the first record?
A: 9.303 eV